a | C11H14N2O | wB97M-V/def2-TZVPD

```
28
C11H14N2O | the Open Molecules 2025 dataset | wB97M-V/def2-TZVPD
C 0.345 4.017 0.839
C -1.458 2.189 0.936
C -0.370 2.764 0.350
C -2.126 1.087 0.354
C 0.092 2.202 -0.865
C -1.531 0.480 -0.738
C -0.488 1.132 -1.484
O -1.937 -0.791 -1.054
H -1.802 2.616 1.879
H -3.044 0.754 0.811
H -0.101 4.891 0.360
H 1.410 3.846 0.678
H 0.928 2.763 -1.296
H -0.153 0.576 -2.353
H -1.140 -1.268 -1.303
H 0.227 4.234 1.895
C 0.388 -4.285 0.797
C 1.427 -2.632 -0.825
C 0.674 -2.933 0.261
C 1.028 -0.816 0.335
N 1.605 -1.247 -0.835
N 0.460 -1.758 1.024
H 1.750 -3.360 -1.565
H 2.311 -0.803 -1.396
H -0.636 -4.302 1.243
H 1.175 -4.622 1.469
H 0.855 0.235 0.483
H 0.114 -4.968 0.001
```

Properties
HOMO level, eV: -8.3
SMILES: Cc1ccc(O)cc1.Cc1c[nH]cn1
Kohn-Sham gap, eV: 9.0

natural (NBO) population analysis, charges in e, atoms 1 to 4: -0.628 -0.187 -0.059 -0.261



b | C11H14N2O | wB97M-V/def2-TZVPD

```
28
C11H14N2O | the Open Molecules 2025 dataset | wB97M-V/def2-TZVPD
C -3.956 1.436 1.260
C -2.054 0.823 -0.339
C -2.882 0.473 0.741
C -1.149 -0.149 -0.658
C -0.981 -1.403 0.014
C -2.898 -0.744 1.370
C -1.826 -1.597 1.089
O -0.080 -2.381 -0.298
H -1.973 1.865 -0.608
H -0.323 -0.008 -1.376
H -4.723 1.730 0.505
H -3.468 2.387 1.465
H -3.667 -0.933 2.112
H 0.235 -2.116 -1.174
H -1.928 -2.586 1.580
H -4.490 1.129 2.155
C 4.239 -0.149 -2.088
C 2.004 1.391 0.213
C 3.372 0.147 -0.889
C 2.777 -0.653 0.068
N 2.800 1.414 -0.792
N 1.832 0.120 0.706
H 1.385 2.239 0.476
H 1.561 -0.074 1.656
H 2.826 -1.750 0.175
H 4.397 -1.209 -2.235
H 5.243 0.265 -2.169
H 3.729 0.333 -2.958
```

Properties
HOMO level, eV: -8.4
SMILES: Cc1ccc(O)cc1.Cc1c[nH]cn1
Kohn-Sham gap, eV: 9.1

natural (NBO) population analysis, charges in e, atoms 1 to 4: -0.629 -0.217 -0.029 -0.256



c | C11H14N2O | wB97M-V/def2-TZVPD

```
28
C11H14N2O | the Open Molecules 2025 dataset | wB97M-V/def2-TZVPD
C 2.858 0.726 2.496
C 1.968 1.860 2.805
O 2.301 3.009 2.539
N 0.763 1.533 3.453
H 3.709 1.127 1.796
H 2.397 -0.163 2.102
H 0.216 2.247 3.942
H 0.372 0.583 3.602
H 3.701 0.456 3.250
C -2.537 -0.511 0.760
C -1.078 -0.461 -1.245
C -1.696 -1.152 -0.208
C -0.491 -1.435 -2.161
C -1.620 -2.461 -0.511
C -0.674 0.915 -1.320
C -0.080 1.356 -2.485
C 0.503 0.479 -3.494
C 0.270 -0.896 -3.170
N -0.938 -2.638 -1.816
H -0.832 1.793 -0.487
H 0.014 2.471 -2.669
H 1.198 0.764 -4.299
H -3.561 -0.953 0.675
H -2.534 0.674 0.626
H -2.151 -3.308 0.011
H -0.659 -3.641 -2.080
H 0.643 -1.603 -3.788
H -2.062 -0.770 1.676
```

Properties
HOMO level, eV: -7.9
SMILES: Cc1c[nH]c2ccccc12.CC(N)=O
Kohn-Sham gap, eV: 8.5

natural (NBO) population analysis, charges in e, atoms 1 to 4: -0.749 0.664 -0.593 -0.857



Computed energies relative to the best structure, in hartree: a 0.0000; b 0.0053; c 0.0473



a | C6H8N2 | wB97M-V/def2-TZVPD

```
16
C6H8N2 | the Open Molecules 2025 dataset | wB97M-V/def2-TZVPD
C 0.701 1.777 -0.541
C -0.372 1.443 0.240
C 0.134 -0.042 0.739
C -1.276 0.453 0.695
C -2.274 -0.202 -0.355
C 2.096 -1.390 0.145
N 1.715 0.838 -0.583
N 1.284 -0.189 0.074
H 0.754 2.754 -1.019
H -1.798 0.650 1.673
H -2.030 0.073 -1.387
H -3.462 0.055 -0.089
H -2.209 -1.237 -0.194
H 1.845 -2.062 -0.629
H 3.204 -1.017 0.266
H 1.687 -1.902 0.965
```

Properties
HOMO level, eV: -8.3
SMILES: C[C@@H]1c2cnn(C)c21
Kohn-Sham gap, eV: 9.1

natural (NBO) population analysis, charges in e, atoms 1 to 4: -0.091 -0.099 0.040 -0.181



b | C6H8N2 | wB97M-V/def2-TZVPD

```
16
C6H8N2 | the Open Molecules 2025 dataset | wB97M-V/def2-TZVPD
C -0.291 -1.371 0.623
C 0.965 -1.399 -0.373
C 1.738 -0.247 -0.441
C 1.380 1.022 0.108
C 0.186 1.565 0.147
C -1.958 0.120 -0.353
H -0.506 -2.480 0.711
H -0.298 -0.771 1.686
H 1.336 -2.315 -0.891
H 2.702 -0.533 -0.972
H 2.164 1.486 0.645
H 0.073 2.498 0.931
H -1.698 1.987 -0.762
H -3.012 0.362 -0.752
N -1.112 1.185 -0.236
N -1.669 -1.107 -0.072
```

Properties
HOMO level, eV: -8.2
SMILES: C1=C\C/N=C\N\C=C/1
Kohn-Sham gap, eV: 8.8

natural (NBO) population analysis, charges in e, atoms 1 to 4: -0.344 -0.164 -0.240 -0.281



Computed energies relative to the best structure, in hartree: a 0.0760; b 0.0000



a | C6H8N2 | wB97M-V/def2-TZVPD

```
16
C6H8N2 | the Open Molecules 2025 dataset | wB97M-V/def2-TZVPD
C 0.396 -0.773 -1.992
C -0.191 -0.313 0.474
C -0.143 0.460 1.538
C 0.194 0.183 -0.854
N -0.530 -1.649 0.661
C 0.101 1.591 -1.115
C -0.015 1.078 2.674
N 1.266 1.469 -0.698
H -0.845 -1.864 1.600
H -1.134 -2.037 -0.054
H -0.595 2.239 -1.653
H 1.396 -1.219 -1.944
H 0.310 -0.276 -2.966
H -0.344 -1.577 -1.993
H 0.170 0.527 3.591
H -0.037 2.160 2.731
```

Properties
HOMO level (alpha / beta), eV: -7.0 / -7.0
SMILES: C=C=C(N)[C@@]1(C)C=N1
Kohn-Sham gap (alpha / beta), eV: 7.6 / 7.6

natural (NBO) population analysis, charges in e, atoms 1 to 4: -0.633 0.067 0.000 -0.009



b | C6H8N2 | wB97M-V/def2-TZVPD

```
16
C6H8N2 | the Open Molecules 2025 dataset | wB97M-V/def2-TZVPD
C -0.510 0.488 1.730
C 0.687 -1.589 0.302
C 0.413 -0.504 -1.640
C -0.490 1.698 -0.225
C 0.343 0.546 -0.516
C -0.153 -0.389 0.534
H -1.436 2.288 1.543
H -1.369 -0.038 2.413
H 0.509 -2.413 0.848
H 1.359 -2.413 -1.504
H 0.805 -0.469 -2.685
H -0.458 2.657 -0.734
H 1.420 0.863 -0.177
H -1.136 -0.715 0.077
N -0.870 1.581 1.050
N 0.885 -1.591 -1.017
```

Properties
HOMO level, eV: -6.7
Kohn-Sham gap, eV: 7.7

natural (NBO) population analysis, charges in e, atoms 1 to 4: -0.199 -0.121 -0.169 -0.074



Computed energies relative to the best structure, in hartree: a 0.0000; b 0.0220



a | C6H8N2 | wB97M-V/def2-TZVPD

```
16
C6H8N2 | the Open Molecules 2025 dataset | wB97M-V/def2-TZVPD
C -2.174 -0.199 0.038
C 0.676 1.808 -0.153
C -0.525 1.619 0.459
C 1.237 0.474 -0.594
C -0.831 0.113 0.608
C 0.561 -1.858 -0.011
N -3.215 -0.436 -0.367
N 0.234 -0.486 -0.266
H 1.054 2.794 -0.387
H -1.356 2.276 0.700
H 1.376 0.398 -1.653
H 2.116 0.334 -0.122
H -0.666 -0.264 1.584
H 0.739 -2.182 1.088
H -0.456 -2.335 -0.098
H 1.230 -2.058 -0.825
```

Properties
HOMO level, eV: -8.7
SMILES: CN1CC=C[C@H]1C#N
Kohn-Sham gap, eV: 9.5

natural (NBO) population analysis, charges in e, atoms 1 to 4: 0.278 -0.163 -0.186 -0.245



b | C6H8N2 | wB97M-V/def2-TZVPD

```
16
C6H8N2 | the Open Molecules 2025 dataset | wB97M-V/def2-TZVPD
C -0.332 -1.930 1.954
C -0.444 -2.010 0.468
C 1.173 0.604 -0.239
C -0.059 1.105 -0.925
C -0.098 2.442 -1.505
C -0.134 3.534 -2.021
H -0.339 -2.967 2.355
H -1.184 -1.297 2.239
H 0.569 -1.448 2.273
H -1.081 -2.853 0.186
H 1.924 1.234 0.176
H -0.976 0.883 -0.354
H -0.330 0.368 -1.703
H -0.184 4.467 -2.535
N 0.232 -1.462 -0.437
N 1.265 -0.668 0.066
```

Properties
HOMO level, eV: -9.5
SMILES: C#CC/C=N\N=C/C
Kohn-Sham gap, eV: 10.4

natural (NBO) population analysis, charges in e, atoms 1 to 4: -0.695 0.112 0.099 -0.593



Computed energies relative to the best structure, in hartree: a 0.0000; b 0.0552